Computed, not measured: a structure of composition C43H38Br2ClN7O4Ta, with ωB97M-V/def2-TZVPD.

Last column: Löwdin charge in e.
Geometry (Å):
Ta1 0.016 -0.278 -0.193  1.87
C1 3.764 -0.120 -0.262  -0.10
N1 2.757 0.258 0.703  -0.07
C2 2.803 1.631 1.169  -0.11
C3 1.809 2.474 0.445  -0.27
N2 0.693 2.014 -0.060  0.07
C4 -0.011 3.140 -0.514  -0.19
C5 -1.284 3.262 -1.066  0.01
C6 -1.717 4.528 -1.403  -0.06
C7 -0.917 5.661 -1.192  -0.07
C8 0.335 5.559 -0.617  -0.01
C9 0.758 4.279 -0.280  -0.17
N3 1.916 3.814 0.333  0.19
C10 3.090 -0.736 -1.436  -0.29
N4 1.803 -0.960 -1.485  0.04
C11 1.594 -1.711 -2.661  -0.20
C12 0.448 -2.308 -3.184  -0.02
C13 0.572 -3.003 -4.369  -0.06
C14 1.802 -3.116 -5.033  -0.07
C15 2.950 -2.554 -4.513  -0.01
C16 2.812 -1.864 -3.315  -0.17
N5 3.744 -1.229 -2.503  0.19
H1 4.376 0.731 -0.568  0.14
H2 4.448 -0.864 0.157  0.14
H3 2.732 -0.369 1.492  0.10
H4 2.543 1.648 2.223  0.09
H5 3.801 2.072 1.084  0.14
H6 -1.922 2.402 -1.208  0.10
H7 -2.701 4.653 -1.837  0.11
H8 -1.293 6.635 -1.474  0.11
H9 0.949 6.432 -0.436  0.12
H10 2.692 4.365 0.655  0.17
H11 -0.501 -2.242 -2.675  0.09
H12 -0.302 -3.477 -4.798  0.11
H13 1.854 -3.666 -5.964  0.11
H14 3.906 -2.654 -5.011  0.12
H15 4.736 -1.179 -2.655  0.17
C17 -3.449 -1.169 1.344  -0.02
C18 -3.587 -0.558 -0.020  -0.30
C19 -4.890 -0.424 -0.565  0.01
C20 -5.077 -0.016 -1.850  0.00
C21 -3.948 0.256 -2.655  -0.18
C22 -3.965 0.622 -4.025  -0.62
Br1 -5.612 0.794 -4.933  0.81
C23 -2.805 0.837 -4.710  -0.15
C24 -1.558 0.708 -4.064  -0.59
Br2 0.028 1.036 -5.019  0.83
C25 -1.501 0.373 -2.739  -0.40
O1 -0.384 0.264 -2.038  -0.29
C26 -2.700 0.135 -2.029  -0.17
N6 -2.521 -0.231 -0.725  0.09
H16 -4.265 -1.873 1.509  0.09
H17 -3.502 -0.401 2.116  0.09
H18 -2.501 -1.695 1.434  0.07
H19 -5.736 -0.680 0.060  0.12
H20 -6.070 0.070 -2.268  0.09
H21 -2.831 1.106 -5.757  0.10
C27 1.920 -3.262 1.325  -0.04
C28 0.687 -4.025 0.928  -0.21
C29 0.594 -5.382 1.200  -0.05
C30 -0.519 -6.114 0.817  -0.07
C31 -1.546 -5.488 0.136  -0.05
C32 -1.493 -4.130 -0.165  -0.21
C33 -2.629 -3.512 -0.935  -0.03
C34 -0.375 -3.392 0.253  -0.25
N7 -0.284 -2.025 -0.012  -0.13
H22 2.552 -3.871 1.970  0.08
H23 1.662 -2.346 1.858  0.05
H24 2.504 -2.988 0.440  0.07
H25 1.410 -5.870 1.722  0.11
H26 -0.579 -7.171 1.042  0.11
H27 -2.411 -6.059 -0.182  0.12
H28 -2.926 -4.165 -1.756  0.09
H29 -2.361 -2.542 -1.343  0.04
H30 -3.510 -3.374 -0.300  0.08
C35 -0.495 3.536 4.166  -0.02
C36 0.892 2.953 4.242  -0.18
C37 1.991 3.802 4.095  -0.07
C38 3.286 3.332 4.204  -0.68
Cl1 4.615 4.425 3.957  0.67
C39 3.534 1.998 4.487  -0.11
C40 2.456 1.142 4.628  0.00
C41 1.151 1.605 4.499  -0.24
O2 0.170 0.667 4.731  -0.01
C42 -0.880 0.527 3.798  -0.08
C43 -0.435 0.289 2.376  -0.58
O3 0.648 -0.269 2.077  -0.08
O4 -1.205 0.632 1.429  -0.12
H31 -0.443 4.623 4.202  0.09
H32 -1.109 3.203 5.005  0.10
H33 -1.010 3.267 3.239  0.08
H34 1.823 4.857 3.909  0.12
H35 4.549 1.639 4.591  0.11
H36 2.602 0.091 4.847  0.13
H37 -1.568 1.370 3.802  0.11
H38 -1.446 -0.355 4.103  0.15

Summary:
relative energy (zero: lowest compared OMol25 entry of this formula, charge and spin)	16.31	kJ/mol
LUMO energy	-2.4	eV
HOMO level	-0.3718	hartree
charge	+1
gap between HOMO and LUMO	7.7	eV

---

Computed, not measured: a structure of composition C14H39AgCuN2O7S4 at a distorted geometry, with ωB97M-V/def2-TZVPD.

Last column: Mulliken spin population.
Geometry (Å):
Cu1 1.422 3.059 -1.485  0.00
Ag1 -3.673 0.083 -2.707  0.00
N1 -0.021 -0.185 -1.648  0.00
O1 -1.243 -0.115 -2.002  0.00
O2 0.702 0.834 -1.807  0.00
O3 0.449 -1.259 -1.234  0.00
C1 2.662 -1.978 3.686  0.02
C2 1.709 -1.064 4.439  0.01
N2 0.388 -0.937 3.812  0.76
C3 -0.527 -0.235 4.698  0.01
C4 -2.009 -0.440 4.312  0.03
C5 0.371 -0.504 2.404  0.02
C6 0.830 0.926 2.226  0.08
H1 3.588 -2.080 4.246  0.00
H2 2.843 -1.586 2.684  0.00
H3 2.267 -2.980 3.518  0.00
H4 1.573 -1.477 5.439  0.01
H5 2.108 -0.049 4.542  0.04
H6 -0.408 -0.614 5.714  0.01
H7 -0.296 0.829 4.793  0.03
H8 -2.154 0.154 3.404  0.00
H9 -2.260 -1.478 4.114  0.00
H10 -2.711 0.008 5.011  0.00
H11 -0.668 -0.622 2.090  -0.01
H12 0.883 -1.220 1.761  0.00
H13 0.099 1.610 2.659  0.00
H14 0.700 1.155 1.161  0.01
H15 1.862 1.176 2.454  0.00
C7 4.430 0.745 -2.500  0.00
S1 4.389 1.483 -0.824  0.00
O4 3.001 2.071 -0.716  0.00
C8 4.320 0.010 0.240  0.00
H16 3.599 0.045 -2.575  0.00
H17 5.361 0.172 -2.556  0.00
H18 4.488 1.487 -3.290  0.00
H19 3.799 0.279 1.153  0.00
H20 5.313 -0.425 0.319  0.00
H21 3.684 -0.719 -0.272  0.00
C9 -2.725 4.670 -0.554  0.00
S2 -2.061 2.958 -0.755  0.00
O5 -0.597 3.140 -0.980  0.00
C10 -2.403 2.324 0.910  0.00
H22 -2.355 5.252 -1.396  0.00
H23 -2.479 5.123 0.404  0.00
H24 -3.811 4.663 -0.666  0.00
H25 -1.776 1.482 1.197  0.00
H26 -3.436 1.992 0.970  0.00
H27 -2.148 3.137 1.593  0.00
C11 -2.548 -2.799 -0.027  0.00
S3 -3.651 -1.489 0.627  0.00
O6 -4.085 -0.623 -0.535  0.00
C12 -5.067 -2.593 0.936  0.00
H28 -3.090 -3.314 -0.820  0.00
H29 -2.239 -3.475 0.768  0.00
H30 -1.672 -2.343 -0.496  0.00
H31 -4.756 -3.480 1.489  0.00
H32 -5.476 -2.948 -0.010  0.00
H33 -5.812 -2.038 1.500  0.00
C13 2.119 -0.553 -7.107  0.00
S4 0.418 -0.024 -6.694  0.00
O7 -0.577 -0.920 -7.380  0.00
C14 0.475 -0.515 -4.949  0.00
H34 2.512 0.057 -7.913  0.00
H35 2.103 -1.622 -7.326  0.00
H36 2.753 -0.504 -6.220  0.00
H37 0.720 -1.566 -4.799  0.00
H38 -0.463 -0.300 -4.444  0.00
H39 1.262 0.149 -4.581  0.00

Summary:
LUMO energy (alpha / beta)	-5.9 / -9.0	eV
HOMO level (alpha / beta)	-0.4447 / -0.4447	hartree
multiplicity	2
charge	+2
gap between HOMO and LUMO (alpha / beta)	6.2 / 3.1	eV

---

Computed, not measured: a cluster of 3 separate species, C2H10NO2S in total at a distorted geometry, with ωB97M-V/def2-TZVPD.

Last column: natural (NBO) charge in e.
Geometry (Å):
C1 0.714 -1.568 -1.033  -0.21
C2 -0.308 -1.106 -2.243  -0.58
S1 -0.630 0.619 -2.527  -0.70
N1 0.410 -0.797 0.296  -0.90
H1 1.697 -1.348 -1.245  0.17
H2 0.576 -2.674 -0.911  0.16
H3 -1.272 -1.698 -2.195  0.16
H4 0.169 -1.363 -3.216  0.18
H5 -0.535 -0.673 0.546  0.35
H6 0.610 0.161 0.022  0.37
H7 2.643 -1.273 2.702  0.47
H8 1.083 -0.873 2.606  0.50
O1 1.924 -0.693 2.951  -0.98
H9 -2.507 4.262 0.581  0.49
H10 -1.824 4.679 2.094  0.47
O2 -2.752 4.345 1.572  -0.96

Summary:
relative energy (zero: lowest compared OMol25 entry of this formula, charge and spin)	184.35	kJ/mol
LUMO energy	3.2	eV
HOMO level	-0.0887	hartree
charge	-1
gap between HOMO and LUMO	5.6	eV

---

Computed, not measured: a structure of composition C4H6IN2 at a distorted geometry, with ωB97M-V/def2-TZVPD.

Last column: natural (NBO) charge in e.
Geometry (Å):
C1 1.194 -0.642 -0.461  -0.01
C2 2.518 -0.949 -0.456  -0.02
C3 0.898 1.039 1.162  0.38
C4 -0.805 0.763 -0.387  -0.42
N1 0.517 0.467 0.069  -0.36
N2 3.352 -0.335 0.382  -0.61
I1 5.119 0.196 -0.108  0.60
H1 0.538 -1.366 -0.744  0.22
H2 2.910 -1.662 -1.269  0.25
H3 1.904 1.017 1.563  0.23
H4 -1.309 1.108 0.602  0.26
H5 -0.654 1.400 -1.233  0.25
H6 -1.277 -0.145 -0.738  0.24

Summary:
relative energy (zero: lowest compared OMol25 entry of this formula, charge and spin)	627.37	kJ/mol
LUMO energy (alpha / beta)	-6.7 / -6.6	eV
HOMO level (alpha / beta)	-0.4890 / -0.4830	hartree
charge	+1
gap between HOMO and LUMO (alpha / beta)	6.6 / 6.6	eV

---

Computed, not measured: a structure of composition C26H54FN3O6Y at a distorted geometry, with ωB97M-V/def2-TZVPD.

Last column: Löwdin charge in e.
Geometry (Å):
Y1 1.757 -0.513 0.347  1.42
C1 2.934 5.672 -3.304  -0.01
C2 1.424 5.379 -3.770  -0.50
C3 1.001 6.558 -4.630  -0.17
C4 1.609 6.499 -6.034  -0.21
C5 1.237 5.155 -6.686  -0.13
C6 1.647 3.846 -5.847  -0.46
N1 1.366 4.020 -4.402  -0.07
O1 1.698 2.916 -3.472  -0.17
C7 3.154 3.495 -6.241  -0.01
C8 0.778 2.739 -6.513  -0.06
C9 0.469 5.412 -2.611  -0.06
H1 3.584 5.760 -4.175  0.06
H2 3.274 4.817 -2.720  0.08
H3 2.948 6.574 -2.692  0.07
H4 1.509 7.474 -4.326  0.12
H5 -0.089 6.563 -4.649  0.11
H6 2.679 6.663 -5.912  0.09
H7 1.290 7.351 -6.634  0.10
H8 1.650 5.195 -7.695  0.11
H9 0.158 5.293 -6.629  0.11
H10 3.038 3.155 -7.270  0.06
H11 3.499 2.692 -5.590  0.08
H12 3.713 4.429 -6.193  0.07
H13 -0.306 2.831 -6.446  0.07
H14 1.080 1.858 -5.946  0.07
H15 1.019 2.617 -7.569  0.07
H16 0.439 4.565 -1.926  0.08
H17 -0.530 5.348 -3.043  0.08
H18 0.551 6.332 -2.032  0.09
C10 0.058 -3.240 6.117  -0.04
C11 0.208 -4.810 5.818  -0.38
C12 -0.986 -5.467 6.668  -0.14
C13 -1.188 -6.895 6.279  -0.24
C14 -1.610 -7.061 4.864  -0.17
C15 -0.597 -6.416 3.814  -0.43
N2 -0.088 -5.063 4.338  -0.10
O2 0.722 -4.395 3.403  -0.14
C16 -1.474 -6.232 2.523  -0.04
C17 0.550 -7.386 3.668  -0.04
C18 1.676 -5.346 6.234  -0.01
H19 0.018 -3.089 7.196  0.07
H20 -0.872 -2.879 5.678  0.07
H21 0.894 -2.623 5.786  0.07
H22 -1.879 -4.843 6.642  0.12
H23 -0.652 -5.583 7.699  0.11
H24 -1.891 -7.431 6.918  0.12
H25 -0.266 -7.472 6.341  0.10
H26 -2.634 -6.686 4.859  0.11
H27 -1.799 -8.090 4.558  0.12
H28 -1.815 -7.203 2.164  0.08
H29 -0.984 -5.711 1.701  0.07
H30 -2.340 -5.615 2.763  0.07
H31 0.839 -7.807 2.705  0.09
H32 0.537 -8.124 4.469  0.07
H33 1.486 -6.928 3.987  0.07
H34 2.378 -5.116 5.433  0.08
H35 1.629 -6.419 6.424  0.06
H36 1.973 -4.907 7.187  0.07
C19 4.201 3.895 4.011  -0.05
C20 3.686 2.785 3.151  -0.86
O3 2.554 2.341 3.422  -0.14
O4 4.319 2.311 2.211  -0.09
H37 3.331 4.405 4.422  0.06
H38 4.757 4.706 3.542  0.06
H39 4.728 3.571 4.909  0.06
F1 4.638 -2.169 -1.038  -0.86
C21 -5.444 2.903 -1.243  -0.09
O5 -4.187 2.430 -0.764  -0.21
C22 -4.200 1.646 0.421  -0.23
C23 -2.838 0.999 0.854  -0.19
N3 -2.221 0.318 -0.293  -0.08
C24 -2.995 -0.832 -0.803  -0.19
C25 -2.354 -1.368 -2.127  -0.17
O6 -0.875 -1.302 -2.038  -0.32
C26 -0.300 -2.021 -3.138  -0.12
H40 -5.921 2.006 -1.636  0.09
H41 -5.241 3.535 -2.107  0.09
H42 -5.996 3.485 -0.504  0.09
H43 -5.002 0.916 0.531  0.11
H44 -4.301 2.368 1.231  0.11
H45 -2.966 0.287 1.669  0.12
H46 -2.145 1.731 1.270  0.11
H47 -2.459 1.021 -0.979  0.09
H48 -4.022 -0.515 -0.982  0.10
H49 -3.136 -1.530 0.022  0.11
H50 -2.756 -0.814 -2.976  0.11
H51 -2.763 -2.358 -2.329  0.11
H52 0.671 -1.622 -3.430  0.09
H53 -0.915 -1.912 -4.032  0.08
H54 -0.321 -3.077 -2.868  0.09

Summary:
relative energy (zero: lowest compared OMol25 entry of this formula, charge and spin)	1940.00	kJ/mol
LUMO energy	-1.5	eV
HOMO level	-0.1163	hartree
charge	-1
gap between HOMO and LUMO	1.6	eV

---

Computed, not measured: a cluster of 3 separate species, C4H14O4 in total at a distorted geometry, with ωB97M-V/def2-TZVPD.

Last column: natural (NBO) charge in e.
Geometry (Å):
C1 -0.809 -1.159 -1.125  -0.47
C2 -1.868 -0.697 -0.142  -0.41
C3 -3.110 -1.651 -0.079  -0.08
O1 -2.899 -2.892 0.675  -0.72
C4 0.314 -0.191 -1.196  -0.05
O2 1.453 -0.321 -0.411  -0.75
H1 -1.241 -1.152 -2.174  0.22
H2 -0.401 -2.219 -0.820  0.21
H3 -2.331 0.424 -0.309  0.21
H4 -1.525 -0.574 0.906  0.22
H5 -3.373 -1.780 -1.158  0.16
H6 -3.764 -0.993 0.500  0.18
H7 -2.569 -3.556 -0.057  0.47
H8 -0.006 0.844 -0.700  0.16
H9 0.678 0.079 -2.256  0.17
H10 1.538 -1.034 0.243  0.48
H11 2.080 5.160 0.832  0.46
H12 3.306 5.127 0.051  0.46
O3 3.075 5.231 0.982  -0.92
H13 3.983 1.078 1.613  0.48
H14 3.686 -0.295 2.204  0.46
O4 3.781 0.572 2.421  -0.93

Summary:
relative energy (zero: lowest compared OMol25 entry of this formula, charge and spin)	240.55	kJ/mol
LUMO energy	0.6	eV
HOMO level	-0.3580	hartree
gap between HOMO and LUMO	10.3	eV

---

Computed, not measured: the ion C25H30N3O4S with charge +1 at a distorted geometry, with ωB97M-V/def2-TZVPD.

Last column: natural (NBO) charge in e.
Geometry (Å):
C1 6.612 1.271 -0.981  -0.64
C2 5.243 1.739 -1.460  -0.07
H1 4.847 2.534 -0.818  0.17
H2 5.319 2.125 -2.480  0.20
O1 4.311 0.673 -1.563  -0.50
C3 3.736 0.157 -0.463  0.41
C4 3.868 0.643 0.837  -0.32
C5 3.183 0.041 1.876  -0.16
C6 2.360 -1.054 1.655  -0.13
C7 2.243 -1.551 0.359  -0.18
C8 2.920 -0.961 -0.682  -0.27
H3 2.849 -1.348 -1.686  0.23
H4 1.633 -2.423 0.172  0.21
C9 1.549 -1.666 2.758  -0.25
H5 1.442 -2.740 2.600  0.26
H6 2.009 -1.506 3.734  0.23
N1 0.180 -1.041 2.767  -0.43
C10 0.146 0.137 3.651  -0.42
H7 -0.815 0.642 3.565  0.23
H8 0.919 0.833 3.334  0.25
H9 0.313 -0.158 4.686  0.22
H10 0.034 -0.623 1.814  0.53
C11 -0.902 -1.984 3.130  -0.33
H11 -0.740 -2.272 4.175  0.25
H12 -1.860 -1.469 3.048  0.24
C12 -0.962 -3.336 2.370  0.66
O2 -0.161 -4.209 2.598  -0.56
N2 -2.045 -3.524 1.570  -0.61
C13 -2.717 -2.474 0.925  0.12
C14 -1.923 -1.451 0.425  -0.18
C15 -2.487 -0.261 0.022  -0.35
C16 -3.859 -0.120 -0.042  -0.17
C17 -4.657 -1.203 0.314  -0.18
C18 -4.101 -2.362 0.834  -0.20
H13 -4.734 -3.160 1.189  0.24
H14 -5.729 -1.119 0.238  0.24
H15 -4.289 0.819 -0.349  0.25
S1 -1.312 1.100 -0.124  2.34
O3 -0.129 0.606 0.567  -0.99
O4 -1.932 2.255 0.433  -0.90
N3 -0.939 1.321 -1.711  -0.68
C19 -2.006 1.847 -2.488  0.18
C20 -2.399 3.161 -2.263  -0.22
C21 -3.444 3.701 -2.990  -0.19
C22 -4.093 2.943 -3.952  -0.20
C23 -3.694 1.637 -4.182  -0.20
C24 -2.658 1.083 -3.449  -0.26
H16 -2.358 0.064 -3.638  0.22
H17 -4.191 1.042 -4.932  0.22
H18 -4.903 3.369 -4.523  0.23
H19 -3.745 4.721 -2.812  0.23
H20 -1.887 3.741 -1.514  0.24
C25 -0.083 0.305 -2.279  -0.44
H21 0.785 0.212 -1.628  0.25
H22 0.241 0.632 -3.265  0.24
H23 -0.575 -0.670 -2.363  0.19
H24 -0.853 -1.575 0.373  0.22
H25 -2.228 -4.481 1.292  0.43
H26 3.312 0.427 2.877  0.21
H27 4.498 1.490 1.054  0.23
H28 6.559 0.853 0.022  0.21
H29 6.997 0.507 -1.651  0.22
H30 7.301 2.111 -0.975  0.23

Summary:
relative energy (zero: lowest compared OMol25 entry of this formula, charge and spin)	30.83	kJ/mol
LUMO energy	-2.5	eV
HOMO level	-0.4127	hartree
charge	+1
gap between HOMO and LUMO	8.7	eV

---

Computed, not measured: a cluster of 2 separate species, C7H16N in total, with ωB97M-V/def2-TZVPD.

Last column: natural (NBO) charge in e.
Geometry (Å):
C1 -2.491 1.943 2.223  -0.31
C2 -2.501 1.188 1.130  -0.27
C3 -1.817 1.571 -0.102  -0.21
C4 -1.981 0.967 -1.279  -0.45
H1 -1.926 2.868 2.269  0.20
H2 -3.025 1.655 3.117  0.22
H3 -3.027 0.238 1.151  0.21
H4 -1.236 2.488 -0.018  0.21
H5 -1.442 1.267 -2.170  0.20
H6 -2.724 0.186 -1.405  0.22
C5 2.387 -0.244 0.568  -0.64
C6 1.902 -1.076 -0.603  -0.04
C7 1.464 -2.480 -0.206  -0.63
N1 0.727 -0.351 -1.237  -0.69
H7 2.726 0.738 0.226  0.23
H8 1.632 -0.138 1.346  0.23
H9 3.285 -0.705 0.977  0.26
H10 2.660 -1.139 -1.384  0.22
H11 0.806 -2.464 0.664  0.23
H12 2.355 -3.078 -0.043  0.26
H13 0.875 -2.944 -1.003  0.22
H14 1.035 0.525 -1.665  0.44
H15 0.318 -0.881 -2.010  0.44
H16 -0.002 -0.133 -0.547  0.46

Summary:
relative energy (zero: lowest compared OMol25 entry of this formula, charge and spin)	109.77	kJ/mol
LUMO energy	-3.2	eV
HOMO level	-0.4591	hartree
charge	+1
gap between HOMO and LUMO	9.3	eV

---

Calculated total energy in order - -8010.9898; -4572.3427; -685.5975; -562.7312; -1776.3755; -461.6646; -1833.8405; -330.7868 Eh